Record 1
Formula: CH5Cl3N3O2PS2
Source: OMol25
Level of theory: ωB97M-V with the def2-TZVPD basis set

Calculated values
HOMO: -9.70 eV
multiplicity: 1
charge: 0
gap between HOMO and LUMO: 9.968 eV

The geometry in XYZ format:
```
17
Properties=species:S:1:pos:R:3:nbo_charge:R:1
C -2.161 -0.441 -0.115 -0.46
N 1.475 -0.401 1.545 -1.18
N 2.250 -1.357 -0.812 -1.16
N -1.752 1.835 -0.997 -1.12
O 0.215 0.197 -0.609 -1.03
O -0.742 1.312 1.387 -0.92
P 1.897 0.031 0.008 1.82
S 2.939 1.601 -0.302 -0.49
S -1.038 0.971 0.003 2.23
Cl -2.476 -0.799 -1.746 0.11
Cl -1.384 -1.780 0.664 0.03
Cl -3.564 0.023 0.709 0.11
H 0.689 -1.027 1.594 0.41
H 1.326 0.456 2.065 0.43
H 1.654 -2.147 -0.567 0.41
H 2.230 -1.241 -1.807 0.42
H -1.557 2.767 -1.021 0.39
```

***

Record 2
Formula: C2H3N5O
Source: OMol25
Level of theory: ωB97M-V with the def2-TZVPD basis set

Calculated values
HOMO: -9.50 eV
structure (SMILES): [H]/N=c1\nn/c(=N\[H])o[nH]1
multiplicity: 1
charge: 0
gap between HOMO and LUMO: 8.254 eV

The geometry in XYZ format:
```
11
Properties=species:S:1:pos:R:3:nbo_charge:R:1
H -3.129 0.719 -0.424 0.38
N -2.505 -0.094 -0.290 -0.61
C -1.304 0.116 -0.135 0.46
N -0.443 1.320 0.094 -0.11
N 0.752 1.119 0.176 -0.15
C 1.560 -0.098 -0.072 0.57
N 2.847 -0.064 -0.214 -0.57
H 2.976 0.999 0.350 0.37
O 0.781 -1.126 -0.275 -0.42
N -0.547 -1.073 0.626 -0.28
H -0.988 -1.818 0.163 0.36
```

***

Record 3
Formula: C4H11N3
Source: OMol25
Level of theory: ωB97M-V with the def2-TZVPD basis set

Calculated values
HOMO (spin up / spin down): -1.21 / -2.46 eV
multiplicity: 2
<S²>: 0.758
charge: -1
gap between HOMO and LUMO (spin up / spin down): 5.425 / 6.642 eV

The geometry in XYZ format:
```
18
Properties=species:S:1:pos:R:3:mulliken_spin:R:1
C -0.740 -0.815 -1.535 -0.03
C 0.819 -0.751 -1.172 0.03
C 0.944 -0.182 0.237 -0.02
N 0.298 1.176 2.752 0.41
C -0.123 1.590 1.319 0.31
N 0.669 1.242 0.252 0.22
N -1.637 -2.028 -1.790 0.00
H -0.622 -1.866 -2.340 0.00
H -1.004 -0.043 -2.270 0.01
H 1.399 -1.670 -1.386 0.00
H 1.283 0.027 -1.789 0.00
H 1.954 -0.364 0.641 0.03
H 0.253 -0.773 0.873 -0.03
H -0.612 0.697 2.025 0.06
H 0.067 1.971 3.353 -0.04
H -0.654 2.536 1.253 0.06
H -1.099 -0.164 -0.730 -0.01
H -1.336 -2.635 -1.021 0.00
```

***

Record 4
Formula: C4H12N4
Source: OMol25
Level of theory: ωB97M-V with the def2-TZVPD basis set

Calculated values
HOMO: -18.87 eV
multiplicity: 1
charge: +2
gap between HOMO and LUMO: 7.914 eV

The geometry in XYZ format:
```
20
Properties=species:S:1:pos:R:3:nbo_charge:R:1
C 0.765 0.509 -0.669 0.17
C -2.810 0.814 1.304 -0.71
C 2.482 0.256 -2.294 -0.46
C -1.967 -0.076 2.099 -0.06
N -0.209 0.271 0.186 -0.05
N 1.636 -0.294 -1.263 0.03
N 1.713 -1.601 -1.103 -0.50
N -0.433 -0.454 1.144 -0.13
H 0.759 1.542 -1.013 0.28
H -3.226 0.336 0.416 0.26
H -3.663 1.066 1.949 0.31
H -2.319 1.748 1.035 0.25
H 2.695 1.309 -2.104 0.28
H 3.427 -0.291 -2.344 0.27
H 1.994 0.186 -3.277 0.28
H -2.337 -1.083 2.272 0.24
H -1.468 0.352 2.966 0.24
H 1.058 -2.118 -0.530 0.42
H 2.253 -2.141 -1.774 0.45
H 0.242 -1.049 1.643 0.40
```

***

Record 5
Formula: C3H2FNOS
Source: OMol25
Level of theory: ωB97M-V with the def2-TZVPD basis set

Calculated values
HOMO (spin up / spin down): -10.45 / -10.44 eV
multiplicity: 1
charge: 0
gap between HOMO and LUMO (spin up / spin down): 7.017 / 7.004 eV

The geometry in XYZ format:
```
9
Properties=species:S:1:pos:R:3:nbo_charge:R:1
C -0.381 0.177 -0.595 -0.02
C -0.453 -0.103 0.723 -0.32
C -2.212 1.453 -0.096 0.41
N -1.443 1.011 -0.957 -0.41
O -1.408 1.672 2.509 -0.85
F -4.579 1.271 0.052 -0.58
S -1.966 0.710 1.566 1.32
H 0.164 -0.316 -1.327 0.24
H 0.150 -0.601 1.275 0.20
```

***

Energy / Ha: -2874.16726 -426.82548 -323.01784 -377.82430 -743.28449
Energy relative to the best compared isomer or geometry (same formula, charge and spin) / kcal per mole: 0.0 145.7 131.6 110.1 159.9
Molar mass / g/mol: 292.537 113.080 101.153 116.168 119.120